1.
This record from the OMol25 dataset describes 12 unconnected molecules or ions with the total composition C28H62F6NO18S2. The level of theory is the ωB97M-V functional and the def2-TZVPD basis.

Structure (XYZ):
```
117
Properties=species:S:1:pos:R:3:forces:R:3
C 5.2140 0.3463 -1.1058 -1.198 1.396 0.644
C 6.4477 0.5027 -0.4790 0.729 -1.600 -1.248
C 6.7787 1.8168 0.2194 3.437 1.509 -0.167
O 8.0218 2.1265 0.3699 -1.134 -1.117 0.166
C 5.8303 2.7687 0.5152 -2.669 -0.308 -0.165
C 4.4978 2.5837 0.0096 -0.202 -0.311 -0.575
C 4.2237 1.3939 -0.9999 0.179 -0.563 0.342
O 3.1287 1.4491 -1.5614 0.495 -0.535 -0.536
O 3.4802 3.2644 0.1661 0.755 0.908 0.897
O 7.3457 -0.3832 -0.6359 -0.109 0.531 0.793
H 4.9946 -0.5745 -1.6320 0.029 0.059 -0.238
H 6.0649 3.6798 1.0494 0.222 0.029 0.015
C 1.0571 -1.5686 -1.7318 -1.272 1.519 1.682
F 0.8939 -0.7423 -2.7365 0.020 -0.357 -0.728
F 1.4395 -2.7725 -2.1056 -0.237 -0.406 -0.405
F 1.8897 -1.0677 -0.8701 0.669 -0.198 0.168
S -0.6184 -1.6491 -0.7527 -0.389 0.858 -0.466
O -1.6681 -2.1241 -1.6645 1.185 0.349 0.603
O -0.3462 -2.4341 0.4220 0.029 0.317 -0.353
N -0.8659 0.0263 -0.3564 -0.033 -3.288 -0.558
S -2.3933 0.0816 0.0376 -2.409 0.511 -0.403
O -3.2584 0.3071 -1.1170 0.417 -0.061 1.079
O -2.8010 -0.9524 0.9877 0.261 1.183 -0.647
C -2.5343 1.7653 0.9917 0.855 -0.720 -0.284
F -1.3410 2.2874 1.2017 -0.112 0.046 -0.022
F -3.2943 2.6899 0.3755 0.064 -0.536 0.064
F -3.0942 1.4907 2.1761 -0.293 0.172 0.152
C 4.5105 -3.6436 -1.0334 0.358 -0.024 0.457
C 5.4982 -4.8160 -1.0078 -1.370 0.599 0.074
O 4.7896 -6.0526 -1.0718 0.131 -0.767 -0.390
H 3.9288 -3.7427 -1.9488 0.063 0.315 -0.087
H 5.0537 -2.6972 -0.9693 -0.065 0.050 -0.357
H 3.7917 -3.6085 -0.2097 0.128 -0.340 0.123
H 6.1412 -4.8252 -0.1256 0.286 0.272 -0.247
H 6.0267 -4.7208 -1.9562 0.554 -0.315 0.319
H 4.4417 -6.2912 -0.2101 -0.099 0.247 0.159
C 0.1533 4.5303 2.6693 1.163 0.279 -0.768
C 1.0169 5.0230 1.5046 -0.734 -1.338 -1.134
O 0.6998 4.3188 0.2976 -0.224 0.655 0.539
H 0.3339 3.4776 2.8809 0.136 0.024 -0.013
H -0.8827 4.6382 2.3476 -0.197 0.346 0.726
H 0.5767 5.1657 3.4542 -1.045 -0.122 0.704
H 2.0693 4.8372 1.7204 0.104 0.270 -0.189
H 0.7620 6.0746 1.3226 0.511 0.292 0.327
H 0.0543 4.8811 -0.1573 0.549 -0.540 -0.146
C -0.8957 -6.1929 -2.1048 -1.517 -1.996 0.814
C -1.6569 -5.0913 -2.8120 1.361 2.092 0.717
O -2.9502 -4.6988 -2.3672 -0.276 -1.261 0.046
H -0.4652 -5.9477 -1.1356 0.146 0.640 -0.341
H -0.1520 -6.7082 -2.7120 0.153 0.465 -0.219
H -1.5726 -7.0058 -1.7979 -0.202 -0.067 -0.320
H -1.6532 -5.1671 -3.9003 0.050 -0.352 -0.043
H -1.0415 -4.2379 -2.5031 0.181 0.212 -0.998
H -2.8993 -3.7529 -2.2024 0.094 0.176 0.282
C 2.9385 0.5629 2.5341 -0.214 -0.587 0.692
C 1.5196 0.5757 2.0362 -0.899 0.423 0.178
O 1.3230 1.1315 0.7575 -0.172 -0.797 0.492
H 3.5840 -0.2006 2.0979 0.135 0.544 -0.730
H 2.8407 0.1780 3.5593 0.080 0.402 0.257
H 3.3349 1.5762 2.5501 0.427 -0.204 -0.243
H 0.9496 1.1865 2.7592 -0.028 0.097 0.206
H 1.0754 -0.4229 2.1683 0.062 -0.216 -0.422
H 0.4404 0.8085 0.4652 1.109 0.584 0.194
C -1.7240 2.0087 -3.7646 -0.586 -0.390 -0.865
C -1.0940 2.6701 -2.5837 0.656 1.372 0.473
O 0.0024 2.0197 -2.0156 -0.279 -0.553 -0.279
H -0.9878 1.8294 -4.5531 0.165 -0.275 0.225
H -2.4693 2.6480 -4.2549 -0.094 0.187 0.285
H -2.2505 1.0872 -3.5044 0.205 -0.092 0.040
H -1.8372 2.9989 -1.8414 -0.231 -0.472 0.108
H -0.6786 3.6326 -2.9095 0.034 -0.006 -0.142
H -0.2582 1.1604 -1.6202 0.072 0.887 -0.280
C -2.0866 -0.3120 4.8532 -0.616 -0.619 0.492
C -1.2742 -0.6407 6.1022 0.407 0.971 -0.925
O 0.0154 -1.0857 5.7012 0.181 -0.433 0.682
H -1.7179 0.5221 4.2629 0.201 -0.005 0.147
H -3.1279 -0.1350 5.1433 -0.018 0.208 -0.125
H -2.0990 -1.2051 4.2249 -0.004 0.111 -0.200
H -1.8273 -1.3204 6.7575 0.219 -0.281 -0.035
H -1.0528 0.2654 6.6710 -0.231 -0.001 0.101
H -0.0179 -2.0067 5.4277 -0.115 0.064 -0.184
C -2.3342 7.4969 0.1777 0.503 0.331 -1.963
C -2.1098 6.0643 -0.3455 -1.347 0.597 0.700
O -0.9776 5.9509 -1.1720 0.038 -0.069 0.454
H -2.7753 8.0390 -0.6694 -0.269 0.245 0.215
H -1.3477 7.9597 0.2535 -0.032 -0.034 0.719
H -2.9699 7.6469 1.0449 0.154 -0.309 0.156
H -3.0009 5.7336 -0.8864 -0.063 -0.054 -0.048
H -2.0691 5.4360 0.5431 0.818 -0.510 -0.375
H -0.9947 6.5808 -1.8966 -0.177 0.025 0.028
C 0.9330 -5.1548 0.7927 0.469 -0.086 0.628
C 1.9732 -5.0778 1.9284 -0.197 -0.204 -1.891
O 2.5901 -6.3756 2.1376 -0.599 0.016 0.690
H 1.3923 -5.5320 -0.1194 -0.075 -0.362 0.060
H 0.4582 -4.2062 0.5352 0.538 0.027 0.368
H 0.1045 -5.7609 1.1652 0.089 -0.460 -0.341
H 1.4161 -4.7184 2.7952 0.629 0.132 0.330
H 2.8602 -4.5255 1.6101 -0.669 1.137 0.334
H 3.1766 -6.1651 2.8724 0.188 -0.539 -0.051
C -6.3740 1.2261 3.1881 -0.843 0.215 -1.128
C -6.3683 2.5385 2.3817 0.970 -0.562 -0.154
O -7.2728 2.4496 1.2775 -0.777 -0.417 0.370
H -7.4325 1.1315 3.4452 0.113 -0.517 0.403
H -5.7301 1.1475 4.0602 -0.004 0.611 0.057
H -6.0869 0.3917 2.5470 -0.119 0.039 -0.126
H -5.4033 2.6814 1.8914 0.282 0.398 0.733
H -6.6712 3.3514 3.0467 0.292 0.196 -0.082
H -7.4622 3.3425 0.9849 0.086 0.037 -0.092
C -1.7385 -1.1282 -5.7758 0.214 0.966 1.603
C -1.6984 -2.5715 -5.3738 0.427 -1.832 -1.335
O -2.3038 -3.3324 -6.4508 -0.999 0.397 -0.840
H -1.2895 -0.5406 -4.9663 0.215 -0.178 0.019
H -2.7381 -0.6916 -5.7881 -0.181 -0.397 -0.475
H -1.1588 -0.8623 -6.6570 -0.208 -0.413 -0.240
H -2.1992 -2.8919 -4.4608 -0.030 0.798 0.223
H -0.6852 -2.9872 -5.3510 0.249 0.680 0.534
H -2.0047 -4.2369 -6.5355 0.325 -0.020 0.530
```
Positions in Å, forces in eV/Å.

## Properties
Lowest unoccupied orbital energy in hartree: 0.1762
Energy above the lowest of the compared OMol25 structures with the same formula, charge and spin in eV: 1.586
Frontier orbital gap in eV: 2.824
Max |F| in hartree/bohr: 0.0731
Net charge: -3


2.
This record from the OMol25 dataset describes 5 unconnected molecules or ions with the total composition C28H62N5O5. The level of theory is the ωB97M-V functional and the def2-TZVPD basis.

Structure (XYZ):
```
100
Properties=species:S:1:pos:R:3:forces:R:3
N 0.8840 -0.8998 -0.5056 -0.416 0.562 -2.752
O 1.7542 -1.1579 0.3193 0.438 -0.061 0.788
O -0.3102 -0.7725 -0.2286 -1.409 -0.135 2.012
O 1.1432 -0.7256 -1.7269 1.219 -0.060 0.312
C 4.1701 0.3363 -0.9643 1.239 -0.131 0.230
C 5.0385 0.8649 -2.0773 -3.594 -0.480 -0.818
O 4.7015 0.7733 -3.2274 1.770 0.327 1.306
N 6.1198 1.7971 -1.6558 0.257 1.184 -1.957
H 5.9789 2.1408 -0.7135 0.049 -0.226 0.288
H 7.0322 1.3578 -1.7394 0.324 -0.222 0.227
C 6.1276 3.0086 -2.6484 0.266 -0.391 1.755
H 3.1336 0.6247 -1.1304 0.041 -0.338 -0.249
H 4.5018 0.6656 0.0211 -0.003 -0.038 0.054
H 4.2816 -0.7477 -1.0031 -0.502 -0.077 0.123
H 6.3677 2.6037 -3.6279 0.044 0.400 0.094
H 6.8392 3.6647 -2.1488 0.357 0.151 -0.832
H 5.1570 3.4929 -2.5654 -0.063 -0.317 -0.354
C -0.9383 3.1365 0.3990 1.007 0.548 0.455
C 0.6298 3.4969 0.5276 -3.819 -1.039 -0.304
C 1.3122 3.1574 -0.8253 0.344 0.500 -0.381
C 2.6522 3.8548 -1.1121 -0.832 0.383 0.439
C 2.4147 5.3756 -0.9040 -0.878 -0.195 -1.652
C 1.9157 5.8774 0.4628 1.321 -1.780 0.791
N 0.6265 5.0484 0.7545 -4.279 4.453 -0.758
O -0.4796 5.7547 0.8673 6.426 -4.798 -0.352
C 1.6948 7.3742 0.5289 -0.453 0.410 -0.028
C 3.0346 5.3673 1.4464 0.082 0.967 0.410
C 1.1054 2.6767 1.7287 1.124 0.225 0.577
H -1.4272 3.7324 -0.3703 0.064 -0.211 -0.123
H -1.4374 3.3396 1.3467 0.089 0.280 0.010
H -1.0897 2.0669 0.2518 0.448 -0.019 -0.422
H 0.7065 3.3991 -1.7012 -0.631 0.728 0.451
H 1.3240 2.0816 -1.0112 0.310 -0.282 0.911
H 2.7497 3.6724 -2.1827 0.699 0.162 0.003
H 3.4817 3.4274 -0.5482 0.088 0.076 -0.027
H 1.6549 5.5866 -1.6608 -0.322 0.243 0.078
H 3.1995 6.0592 -1.2293 0.460 -0.286 0.401
H 2.6129 7.9621 0.5104 0.404 -0.603 0.318
H 1.1469 7.6595 1.4266 0.030 -0.032 0.005
H 1.1781 7.8050 -0.3298 -0.465 -0.515 -0.053
H 3.3894 4.3424 1.3577 -0.774 -0.125 -0.028
H 2.8135 5.6253 2.4820 -0.099 -0.227 0.038
H 3.9529 5.9078 1.2113 -0.232 0.472 -0.178
H 0.3843 2.5113 2.5279 -0.255 0.749 -0.163
H 2.0056 3.0980 2.1744 -0.033 -0.178 0.086
H 1.3394 1.6519 1.4360 0.114 0.117 -0.603
C -2.2514 0.3426 -3.0818 0.741 0.039 -0.273
C -2.5836 -1.0975 -3.5236 0.954 0.106 1.532
C -1.9027 -2.1382 -2.6046 -0.929 -1.368 -0.874
N -2.4634 -3.5676 -2.8836 0.221 -1.310 0.502
C -1.9911 -4.1152 -4.2529 -0.332 1.178 1.140
C -3.9643 -3.6820 -2.7501 0.981 -0.310 0.113
C -4.2886 -5.1508 -2.4262 0.182 0.117 -0.169
C -3.0711 -5.6737 -1.7038 1.197 -1.327 -0.831
C -2.0010 -4.6242 -1.7786 0.896 1.428 -0.296
H -1.1843 0.5485 -2.9823 0.207 -0.276 -0.626
H -2.5634 0.6412 -2.0804 -0.815 -0.410 -0.085
H -2.6914 0.9804 -3.8477 0.094 0.359 0.297
H -2.1886 -1.3025 -4.5178 -0.456 0.385 -0.214
H -3.6707 -1.1329 -3.4608 0.031 -0.528 -0.316
H -2.0393 -1.9728 -1.5372 0.088 0.145 -0.099
H -0.8571 -2.3108 -2.8564 0.171 0.732 0.353
H -2.3806 -3.4236 -4.9983 -0.378 -0.448 -0.111
H -2.3543 -5.1380 -4.3235 0.079 0.161 -0.343
H -0.9085 -4.0324 -4.3410 0.011 -0.310 0.363
H -4.4374 -3.2547 -3.6315 -0.218 0.127 0.361
H -4.0107 -3.1127 -1.8207 -1.330 0.277 -0.169
H -4.2904 -5.9057 -3.2109 -1.321 0.954 -0.799
H -5.1803 -5.1859 -1.8029 -0.086 -0.143 -0.310
H -2.6170 -6.4495 -2.3226 -0.531 -0.588 0.204
H -3.3369 -6.1680 -0.7708 0.590 0.594 0.376
H -1.0374 -4.8505 -2.2331 0.006 -0.903 0.596
H -1.8146 -4.2828 -0.7596 0.008 1.296 -0.393
C -4.2084 -4.3490 2.3935 -0.166 -1.505 -0.612
C -3.4052 -3.5117 3.3340 2.798 0.859 -0.232
C -1.9426 -3.3095 2.8325 0.763 -0.513 0.482
N -1.1445 -2.3131 3.7077 -2.292 0.275 -2.190
C -1.1809 -2.7051 5.1723 0.135 0.815 -1.183
C 0.2849 -2.1682 3.0986 -1.139 0.478 1.322
C 0.6461 -0.7728 3.5318 0.560 0.662 -1.327
C -0.6367 0.0902 3.4340 0.362 -0.945 0.754
C -1.8315 -0.9173 3.4406 2.205 1.172 0.882
H -4.1501 -4.0118 1.3566 -0.834 1.083 0.173
H -5.1967 -4.5657 2.7967 -0.249 0.565 -0.484
H -3.8594 -5.3510 2.1289 0.733 -0.297 1.106
H -3.1904 -3.8653 4.3417 -1.114 -0.584 -0.013
H -3.7900 -2.4951 3.4225 -0.509 -0.149 0.041
H -1.8114 -3.0281 1.7868 -0.401 0.691 0.076
H -1.3128 -4.2009 2.8704 -0.428 -0.465 0.357
H -0.4845 -1.9882 5.6039 -0.040 -0.492 0.663
H -0.9212 -3.7584 5.2636 0.383 0.186 0.079
H -2.1934 -2.5634 5.5447 0.190 0.182 0.063
H 0.9226 -2.9177 3.5648 -0.115 -0.219 -0.360
H 0.1858 -2.2300 2.0161 0.084 -0.187 0.087
H 1.1197 -0.7647 4.5128 -0.268 0.123 0.081
H 1.3640 -0.3545 2.8254 0.289 -0.271 0.078
H -0.5501 0.6971 4.3354 -0.832 0.347 -0.146
H -0.7255 0.7181 2.5499 0.339 -0.146 0.027
H -2.4724 -0.5268 4.2295 -0.431 -1.085 0.074
H -2.3091 -0.8532 2.4654 -0.045 -0.725 0.141
```
Positions in Å, forces in eV/Å.

## Properties
Lowest unoccupied orbital energy in hartree: -0.3694
Energy above the lowest of the compared OMol25 structures with the same formula, charge and spin in eV: 1.898
Frontier orbital gap in eV: 5.012
Max |F| in hartree/bohr: 0.1561
Net charge: +3


Q: Which DFT total energy values were calculated for the entries above? A: -106353.3442 -47696.1247, in eV.